(1)
C33H32F6N2O7PSScTe | wB97M-V/def2-TZVPD

XYZ file:
```
84
Properties=species:S:1:pos:R:3
Sc -1.370 -1.726 0.400
C 4.238 1.736 3.844
C 4.196 2.563 2.729
C 3.516 2.161 1.588
C 2.868 0.927 1.546
C 2.893 0.117 2.681
C 3.583 0.513 3.818
P 1.903 0.280 0.119
C 1.557 1.875 -0.728
C 2.353 2.421 -1.731
C 2.040 3.656 -2.286
C 0.939 4.365 -1.828
C 0.138 3.829 -0.827
C 0.436 2.585 -0.291
C 3.231 -0.444 -0.953
C 4.511 -0.478 -0.447
C 5.565 -1.195 -1.040
C 5.328 -1.913 -2.164
C 4.041 -1.915 -2.754
C 3.867 -2.684 -3.929
C 2.675 -2.714 -4.578
C 1.617 -1.941 -4.081
C 1.732 -1.198 -2.929
C 2.962 -1.169 -2.183
H 4.765 2.054 4.736
H 4.689 3.528 2.750
H 3.481 2.813 0.724
H 2.346 -0.819 2.665
H 3.592 -0.126 4.693
H 3.224 1.879 -2.085
H 2.661 4.064 -3.075
H 0.694 5.328 -2.258
H -0.735 4.365 -0.478
H -0.215 2.141 0.455
H 4.728 0.056 0.466
H 6.548 -1.176 -0.585
H 6.111 -2.496 -2.636
H 4.717 -3.248 -4.297
H 2.537 -3.309 -5.472
H 0.663 -1.944 -4.591
F -2.307 -4.958 -0.921
Te -1.684 -3.627 -2.224
F -3.205 -4.233 -3.196
F -2.552 -2.606 1.646
F -0.141 -3.158 -0.275
F -1.493 -2.401 -3.836
O -2.477 -2.263 -1.318
N -3.891 -0.453 0.256
C -4.251 0.876 0.459
C -4.497 1.373 1.741
C -4.820 2.707 1.931
C -4.907 3.582 0.855
C -4.649 3.096 -0.417
C -4.324 1.761 -0.616
S -5.390 5.289 1.115
O -5.002 5.975 -0.114
O -6.834 5.238 1.327
O -4.647 5.712 2.297
H -4.108 -1.123 0.978
H -4.000 -0.827 -0.674
H -4.413 0.704 2.591
H -4.998 3.088 2.929
H -4.700 3.784 -1.252
H -4.116 1.394 -1.616
C -1.582 -2.576 4.461
N -0.925 -3.635 3.717
C -1.490 -4.969 3.801
C -0.162 -3.328 2.662
O 0.139 -2.188 2.321
H -1.446 -2.737 5.533
H -2.645 -2.553 4.214
H -1.148 -1.625 4.166
H -1.957 -5.090 4.777
H -0.711 -5.724 3.697
H -2.248 -5.119 3.028
H 0.183 -4.204 2.092
C -1.345 0.652 -3.563
O 0.042 0.255 -3.632
C 0.438 -0.500 -2.614
O -0.246 -0.663 -1.634
H -1.526 1.210 -4.476
H -1.516 1.274 -2.689
H -1.966 -0.241 -3.514
F -1.109 0.069 1.002
```

Total charge   -2
Energy relative to the best compared isomer or geometry (same formula, charge and spin)   137.32 kJ/mol
Orbital gap   6.388 eV
LUMO level   0.1356 Ha
F_max   0.74 eV Å⁻¹



(2)
C32H26AsN3O8STi | wB97M-V/def2-TZVPD

XYZ file:
```
72
Properties=species:S:1:pos:R:3
Ti -0.315 -1.256 -0.398
C -2.956 -3.606 1.397
C -1.497 -3.661 1.662
N -0.565 -2.963 1.039
C 0.629 -3.277 1.618
C 0.441 -4.198 2.605
N -0.915 -4.424 2.613
C 1.317 -4.915 3.564
O 2.608 -4.641 3.516
O 0.832 -5.705 4.335
C 1.815 -2.544 1.130
O 2.937 -2.748 1.571
O 1.506 -1.687 0.209
H -3.284 -2.567 1.385
H -3.507 -4.152 2.161
H -3.191 -4.036 0.423
H -1.365 -5.065 3.248
H 2.825 -3.960 2.819
S -0.062 -0.090 -2.482
C 0.799 1.451 -2.723
C 0.994 1.817 -4.056
C 1.602 3.020 -4.374
C 2.024 3.881 -3.372
C 1.832 3.524 -2.045
C 1.220 2.319 -1.714
As 1.022 1.693 0.097
C -0.844 2.152 0.470
C -1.468 3.313 -0.179
C -2.415 4.051 0.417
C -2.778 3.844 1.808
C -2.188 2.901 2.551
C -1.263 1.913 1.982
C 1.926 3.074 1.121
C 1.287 4.197 1.639
C 2.005 5.134 2.370
C 3.365 4.962 2.584
C 4.008 3.843 2.074
C 3.288 2.900 1.352
H 0.664 1.150 -4.841
H 1.746 3.281 -5.415
H 2.498 4.821 -3.620
H 2.163 4.189 -1.256
H -1.111 3.580 -1.168
H -2.853 4.887 -0.114
H -3.469 4.537 2.270
H -2.359 2.862 3.620
H -0.500 1.517 2.644
H 0.226 4.353 1.482
H 1.500 6.003 2.772
H 3.923 5.696 3.151
H 5.066 3.697 2.244
H 3.797 2.020 0.974
O -3.329 -3.298 -2.162
C -2.228 -2.908 -1.862
O -1.984 -1.866 -1.100
C -0.968 -3.607 -2.299
C -0.960 -4.663 -3.190
C 0.266 -5.218 -3.522
C 1.421 -4.703 -2.953
C 1.317 -3.643 -2.065
N 0.138 -3.117 -1.747
H -1.894 -5.018 -3.600
H 0.324 -6.041 -4.223
H 2.394 -5.107 -3.192
H 2.185 -3.191 -1.601
C -3.403 0.916 -0.762
O -3.017 0.870 0.619
C -1.695 0.990 0.906
O -1.003 -0.240 0.909
H -3.953 1.838 -0.944
H -4.033 0.051 -0.956
H -2.535 0.869 -1.419
```

Energy relative to the best compared isomer or geometry (same formula, charge and spin)   93.17 kJ/mol
Orbital gap   7.049 eV
LUMO level   -0.0348 Ha
F_max   0.64 eV Å⁻¹



(3)
C4H3O2 | wB97M-V/def2-TZVPD

XYZ file:
```
9
Properties=species:S:1:pos:R:3
C 0.467 -0.328 0.055
C -1.882 0.359 0.042
C -0.723 0.035 0.969
C -0.981 -0.443 -0.714
O 1.132 -1.379 0.176
O -1.850 -1.104 0.114
H 1.124 0.539 -0.063
H -2.867 0.694 -0.186
H 2.160 -1.514 0.142
```

Total charge   +1
Energy relative to the best compared isomer or geometry (same formula, charge and spin)   619.85 kJ/mol
Orbital gap   10.392 eV
LUMO level   -0.2281 Ha
F_max   5.56 eV Å⁻¹



(4)
C3H4ClNO | wB97M-V/def2-TZVPD

XYZ file:
```
10
Properties=species:S:1:pos:R:3
C -1.294 2.575 1.190
C -0.328 0.153 -0.274
C 0.712 0.812 0.531
N -1.998 3.197 0.509
O -0.539 1.901 1.871
Cl 1.652 2.009 -0.158
H -0.904 0.883 -0.844
H 0.145 -0.533 -0.981
H -0.996 -0.417 0.367
H 1.143 0.308 1.387
```

Energy relative to the best compared isomer or geometry (same formula, charge and spin)   235.23 kJ/mol
Orbital gap   7.990 eV
LUMO level   -0.0560 Ha
F_max   3.41 eV Å⁻¹



(5)
C3H12N2OS2 | wB97M-V/def2-TZVPD

XYZ file:
```
20
Properties=species:S:1:pos:R:3
S -2.659 1.483 0.584
S 2.937 0.734 0.594
C 2.270 -0.648 -0.272
C 0.868 -0.159 -0.710
C -0.027 -1.199 -1.388
N -1.084 -0.477 -2.101
N 0.247 0.292 0.499
H -2.577 2.417 1.542
H 2.865 -0.872 -1.172
H 2.163 -1.534 0.336
H 1.024 0.680 -1.390
H 0.522 -1.764 -2.120
H -0.390 -1.850 -0.589
H -1.587 0.090 -1.445
H -1.819 -1.087 -2.438
H 0.878 0.666 1.228
H -0.597 0.885 0.419
H -2.150 -0.699 1.252
H -2.034 -1.881 2.182
O -1.831 -1.623 1.279
```

Energy relative to the best compared isomer or geometry (same formula, charge and spin)   474.45 kJ/mol
Orbital gap   3.397 eV
LUMO level   -0.1726 Ha
F_max   1.86 eV Å⁻¹



(6)
C22H22O7 | wB97M-V/def2-TZVPD

XYZ file:
```
51
Properties=species:S:1:pos:R:3
C -2.139 -2.389 3.811
O -2.255 -1.767 2.474
C -1.154 -1.597 1.689
C -0.891 -2.788 0.747
O 0.134 -2.959 0.100
O -1.980 -3.584 0.609
C -1.901 -4.619 -0.393
C 0.103 -1.123 2.420
O 1.241 -1.629 2.460
O -0.243 -0.048 3.199
C 0.885 0.540 3.866
H -3.141 -2.387 4.282
H -1.722 -3.408 3.733
H -1.472 -1.716 4.373
H -2.915 -5.063 -0.462
H -1.596 -4.229 -1.382
H -1.178 -5.373 -0.037
H 0.482 1.207 4.653
H 1.472 -0.273 4.312
H 1.493 1.122 3.158
C 4.762 1.928 -5.401
O 3.996 0.710 -5.143
C 3.022 0.760 -4.186
C 2.319 -0.439 -3.888
C 1.392 -0.468 -2.866
C 1.078 0.690 -2.083
C 0.104 0.702 -0.997
O 0.040 1.914 -0.329
C -0.982 2.074 0.613
C -1.773 0.978 1.052
C -2.828 1.277 1.936
C -3.031 2.575 2.379
C -2.223 3.625 1.942
C -1.200 3.396 1.015
C -1.568 -0.329 0.458
C -0.604 -0.397 -0.578
C 1.766 1.883 -2.439
C 2.712 1.935 -3.449
H 5.464 1.602 -6.179
H 4.113 2.730 -5.780
H 5.307 2.252 -4.503
H 2.559 -1.327 -4.489
H 0.847 -1.405 -2.646
H -3.447 0.416 2.229
H -3.848 2.743 3.092
H -2.441 4.629 2.287
H -0.635 4.226 0.589
H -2.515 -0.965 0.380
H -0.373 -1.344 -1.046
H 1.538 2.824 -1.920
H 3.228 2.889 -3.666
```

SMILES string   COC(=O)C(OC)(C(=O)OC)[C@@H]1C=C(c2ccc(OC)cc2)Oc2ccccc21
Energy relative to the best compared isomer or geometry (same formula, charge and spin)   114.08 kJ/mol
Orbital gap   7.993 eV
LUMO level   0.0198 Ha
F_max   5.19 eV Å⁻¹



(7)
C10H21AgAs2F15O6 | wB97M-V/def2-TZVPD

XYZ file:
```
55
Properties=species:S:1:pos:R:3
Ag -0.017 -0.689 0.496
As -2.586 -3.051 -1.569
F -1.249 -4.342 -1.400
F -1.730 -1.929 -0.414
F -3.916 -1.840 -1.620
F -3.330 -3.998 -2.950
F -3.490 -3.832 -0.243
F -1.698 -2.160 -2.831
As 0.077 -0.488 4.223
F 1.153 0.983 4.275
F 1.487 -1.431 3.662
F -0.781 -2.079 4.149
F -1.402 0.304 4.782
F -0.255 -0.099 2.521
F 0.538 -0.823 5.967
O 0.280 -2.625 1.396
H -0.528 -3.162 1.282
C 2.765 0.820 0.939
O 1.599 1.527 0.487
O 2.295 -0.522 1.084
C 4.177 1.171 0.228
F 4.285 0.739 -1.062
F 4.316 2.575 0.211
F 5.235 0.793 0.880
C 1.442 2.976 0.688
C 1.227 3.521 -0.781
H 2.026 3.164 -1.431
H 0.314 3.431 -1.370
H 1.318 4.604 -0.870
H 2.353 3.482 1.007
H 0.608 2.955 1.390
H 2.914 1.277 1.918
C -3.307 -0.201 1.445
O -2.069 0.332 0.958
C -2.250 1.550 0.266
C -1.782 1.446 -1.232
O -0.553 0.736 -1.230
C -0.012 0.626 -2.542
C 1.259 -0.367 -2.548
O 0.902 -1.391 -1.635
C 1.233 -2.692 -2.170
H -3.130 -1.241 1.720
H -4.038 -0.447 0.674
H -3.702 0.421 2.247
H -1.578 2.298 0.687
H -3.215 2.018 0.459
H -1.721 2.470 -1.599
H -2.547 0.892 -1.777
H 0.336 1.600 -2.886
H -0.797 0.329 -3.237
H 2.057 0.279 -2.182
H 1.562 -0.721 -3.533
H 0.945 -3.412 -1.404
H 2.283 -2.788 -2.446
H 0.697 -2.987 -3.073
```

Total charge   -1
2S+1   3
Orbital gap (alpha / beta)   9.696 / 6.786 eV
LUMO level (alpha / beta)   0.0836 / -0.0168 Ha
F_max   3.40 eV Å⁻¹



(8)
C25H47AsCsN3PS5 | wB97M-V/def2-TZVPD

XYZ file:
```
83
Properties=species:S:1:pos:R:3
Cs -0.688 0.069 0.794
C 4.096 0.015 -1.342
C 4.277 0.051 0.168
S 2.931 -0.658 1.137
C 3.388 -2.404 1.226
C 3.017 -3.282 0.034
S 1.225 -3.421 -0.150
C 1.099 -3.787 -1.914
C 1.485 -2.652 -2.858
S 0.480 -1.201 -2.505
C 1.058 -0.008 -3.717
C 2.478 0.521 -3.527
S 2.841 1.196 -1.889
H 5.049 0.246 -1.822
H 3.799 -0.984 -1.657
H 5.203 -0.457 0.446
H 4.393 1.082 0.510
H 4.463 -2.468 1.406
H 2.911 -2.788 2.131
H 3.451 -2.880 -0.880
H 3.442 -4.276 0.186
H 1.698 -4.670 -2.144
H 0.058 -4.072 -2.079
H 2.548 -2.421 -2.770
H 1.315 -2.982 -3.885
H 0.958 -0.407 -4.730
H 0.344 0.817 -3.654
H 3.207 -0.263 -3.735
H 2.658 1.299 -4.271
C -4.809 1.084 -4.410
N -3.740 0.119 -4.668
C -4.261 -1.226 -4.433
N -4.839 -1.419 -3.104
C -5.871 -0.402 -2.897
N -5.404 0.971 -3.080
C -4.447 1.352 -2.040
P -2.930 0.289 -2.003
C -2.573 0.382 -3.824
C -3.811 -1.345 -2.064
H -5.597 0.920 -5.148
H -4.419 2.095 -4.544
H -3.459 -1.952 -4.584
H -5.043 -1.420 -5.170
H -6.284 -0.510 -1.892
H -6.671 -0.584 -3.618
H -4.940 1.313 -1.064
H -4.140 2.391 -2.181
H -1.790 -0.341 -4.065
H -2.183 1.378 -4.058
H -4.275 -1.545 -1.093
H -3.075 -2.138 -2.229
C 1.629 1.993 4.983
As 0.922 2.036 3.170
C -0.078 3.709 3.323
C 2.512 2.688 2.182
C 3.025 4.031 2.589
C 3.951 4.160 3.622
C 4.392 5.412 4.029
C 3.918 6.556 3.404
C 3.007 6.439 2.363
C 2.567 5.187 1.961
H 2.109 2.937 5.239
H 2.343 1.176 5.080
H 0.801 1.814 5.667
H 0.529 4.478 3.799
H -0.973 3.526 3.918
H -0.384 4.041 2.333
H 2.238 2.679 1.123
H 3.260 1.907 2.330
H 4.337 3.271 4.107
H 5.113 5.493 4.832
H 4.261 7.532 3.720
H 2.643 7.325 1.859
H 1.859 5.105 1.143
C -2.351 4.948 0.518
S -1.806 3.365 -0.132
C -0.540 3.907 -1.286
H -2.794 5.558 -0.268
H -1.534 5.496 0.988
H -3.111 4.752 1.273
H 0.253 4.458 -0.778
H -0.959 4.526 -2.078
H -0.096 3.020 -1.740
```

Total charge   +1
Energy relative to the best compared isomer or geometry (same formula, charge and spin)   37.62 kJ/mol
Orbital gap   8.245 eV
LUMO level   -0.0778 Ha
F_max   0.47 eV Å⁻¹



(9)
C8H12InO6 | wB97M-V/def2-TZVPD

XYZ file:
```
27
Properties=species:S:1:pos:R:3
In -3.881 5.557 1.980
C -1.696 -0.261 -6.110
C -0.738 0.791 -5.567
C -0.329 1.853 -6.596
O -0.514 3.084 -5.875
C -1.152 2.788 -4.650
O -1.379 3.662 -3.758
O -1.472 1.553 -4.630
H -2.597 0.027 -6.651
H -2.103 -0.868 -5.301
H -1.043 -0.897 -6.707
H 0.069 0.312 -5.013
H -1.023 1.900 -7.435
H 0.708 1.631 -6.844
C 0.418 -2.905 5.867
C 1.318 -1.675 6.366
C 2.585 -1.497 5.610
O 2.129 -0.793 4.427
C 1.063 -0.117 4.770
O 0.600 0.832 4.109
O 0.699 -0.472 5.967
H -0.642 -2.914 6.118
H 0.909 -3.808 6.230
H 0.326 -2.904 4.781
H 1.405 -1.661 7.452
H 3.060 -2.467 5.460
H 3.280 -0.754 6.001
```

Total charge   +3
Energy relative to the best compared isomer or geometry (same formula, charge and spin)   53.22 kJ/mol
Orbital gap   1.331 eV
LUMO level   -0.6241 Ha
F_max   5.11 eV Å⁻¹



(10)
C5H12OSi | wB97M-V/def2-TZVPD

XYZ file:
```
19
Properties=species:S:1:pos:R:3
C 2.286 0.245 -0.575
C 1.425 0.200 0.383
C 3.791 0.033 -0.534
C -2.359 1.682 0.213
C -2.003 -1.355 1.196
O -1.702 -0.582 -1.691
Si -1.580 -0.017 -0.184
H 1.948 0.279 -1.649
H 1.524 0.090 1.394
H 4.531 0.430 -1.120
H 3.965 -0.991 -0.855
H 4.301 0.030 0.400
H -1.839 2.600 -0.213
H -3.286 1.762 -0.393
H -2.717 1.735 1.237
H -1.065 -1.237 1.958
H -2.973 -1.135 1.591
H -2.078 -2.389 0.749
H -2.168 -1.382 -1.907
```

Energy relative to the best compared isomer or geometry (same formula, charge and spin)   385.64 kJ/mol
Orbital gap (alpha / beta)   7.501 / 7.496 eV
LUMO level (alpha / beta)   0.0124 / 0.0124 Ha
F_max   4.39 eV Å⁻¹



(11)
C5H6F2 | wB97M-V/def2-TZVPD

XYZ file:
```
13
Properties=species:S:1:pos:R:3
C -1.401 0.076 1.811
C -1.407 -0.502 0.750
C 1.747 1.068 -0.918
C 1.433 0.606 0.244
C -1.442 -1.130 -0.557
F 2.595 0.401 -1.722
F 1.559 -0.574 0.814
H -1.095 0.458 2.756
H 1.486 2.105 -1.229
H 0.785 1.325 0.832
H -1.713 -2.149 -0.466
H -0.399 -0.985 -1.074
H -2.147 -0.699 -1.239
```

Energy relative to the best compared isomer or geometry (same formula, charge and spin)   300.76 kJ/mol
2S+1   3
Orbital gap (alpha / beta)   6.171 / 7.738 eV
LUMO level (alpha / beta)   0.0360 / -0.0867 Ha
F_max   13.06 eV Å⁻¹



(12)
C3H5N3 | wB97M-V/def2-TZVPD

XYZ file:
```
11
Properties=species:S:1:pos:R:3
C 1.566 -0.512 0.135
N 0.468 0.375 0.445
C -0.755 0.306 -0.029
N -1.284 1.512 0.081
C -1.383 -0.875 -0.581
N -1.871 -1.828 -1.017
H 1.201 -1.510 -0.136
H 2.164 -0.126 -0.700
H 2.216 -0.606 1.008
H -0.036 1.623 0.606
H -2.285 1.641 0.187
```

Energy relative to the best compared isomer or geometry (same formula, charge and spin)   276.50 kJ/mol
Orbital gap   9.633 eV
LUMO level   0.0108 Ha
F_max   1.15 eV Å⁻¹



Please write out number 9 again, unchanged.
C8H12InO6 | wB97M-V/def2-TZVPD

XYZ file:
```
27
Properties=species:S:1:pos:R:3
In -3.881 5.557 1.980
C -1.696 -0.261 -6.110
C -0.738 0.791 -5.567
C -0.329 1.853 -6.596
O -0.514 3.084 -5.875
C -1.152 2.788 -4.650
O -1.379 3.662 -3.758
O -1.472 1.553 -4.630
H -2.597 0.027 -6.651
H -2.103 -0.868 -5.301
H -1.043 -0.897 -6.707
H 0.069 0.312 -5.013
H -1.023 1.900 -7.435
H 0.708 1.631 -6.844
C 0.418 -2.905 5.867
C 1.318 -1.675 6.366
C 2.585 -1.497 5.610
O 2.129 -0.793 4.427
C 1.063 -0.117 4.770
O 0.600 0.832 4.109
O 0.699 -0.472 5.967
H -0.642 -2.914 6.118
H 0.909 -3.808 6.230
H 0.326 -2.904 4.781
H 1.405 -1.661 7.452
H 3.060 -2.467 5.460
H 3.280 -0.754 6.001
```

Total charge   +3
Energy relative to the best compared isomer or geometry (same formula, charge and spin)   53.22 kJ/mol
Orbital gap   1.331 eV
LUMO level   -0.6241 Ha
F_max   5.11 eV Å⁻¹



> F_max of number 10 (C5H12OSi)?

4.39 eV Å⁻¹



Please write out number 12 again, unchanged.
C3H5N3 | wB97M-V/def2-TZVPD

XYZ file:
```
11
Properties=species:S:1:pos:R:3
C 1.566 -0.512 0.135
N 0.468 0.375 0.445
C -0.755 0.306 -0.029
N -1.284 1.512 0.081
C -1.383 -0.875 -0.581
N -1.871 -1.828 -1.017
H 1.201 -1.510 -0.136
H 2.164 -0.126 -0.700
H 2.216 -0.606 1.008
H -0.036 1.623 0.606
H -2.285 1.641 0.187
```

Energy relative to the best compared isomer or geometry (same formula, charge and spin)   276.50 kJ/mol
Orbital gap   9.633 eV
LUMO level   0.0108 Ha
F_max   1.15 eV Å⁻¹



> Look up the F_max of the third one.

5.56 eV Å⁻¹